The following is a DFT calculation (wB97M-V/def2-TZVPD) of a molecular structure, C19H28BiN2 at a distorted geometry.

Atoms and positions in Å:
C -0.373 0.879 -4.327
C 1.013 1.227 -4.246
C 1.164 2.176 -3.194
C -0.114 2.420 -2.622
C -1.070 1.622 -3.313
Bi -0.459 -1.163 -1.894
N -2.526 -1.573 -1.257
C 0.236 -3.003 -2.919
C 1.593 -2.509 -3.070
H 2.090 2.704 -2.929
H 1.799 0.898 -4.931
H -0.332 3.157 -1.843
H -2.156 1.656 -3.178
H -0.839 0.274 -5.113
H 1.810 -1.960 -4.025
H -0.094 -3.637 -2.072
H -2.419 -1.548 -2.258
H 2.378 -2.986 -2.368
H -0.631 -2.803 -3.640
C -2.445 1.580 3.921
C -1.395 1.599 2.839
C -0.707 2.777 2.543
C 0.280 2.802 1.549
C 0.988 4.087 1.253
C 0.596 1.629 0.865
C -0.044 0.390 1.166
C -1.092 0.440 2.134
N 0.364 -0.775 0.535
C 0.550 -2.049 1.330
C 0.997 -1.787 2.768
C -0.749 -2.847 1.271
C 1.635 -2.892 0.650
H -2.020 1.757 4.922
H -3.206 2.361 3.771
H -2.963 0.611 3.949
H -0.962 3.693 3.082
H 0.282 4.906 1.059
H 1.617 4.421 2.092
H 1.631 3.980 0.374
H 1.382 1.636 0.103
H -1.671 -0.461 2.341
H 0.222 -1.303 3.366
H 1.234 -2.742 3.250
H 1.901 -1.168 2.801
H -1.163 -2.896 0.249
H -0.562 -3.867 1.632
H -1.513 -2.394 1.907
H 2.561 -2.314 0.558
H 1.334 -3.229 -0.354
H 1.848 -3.777 1.273

**Maximum force**: 8.77 eV/Å
**LUMO (spin up / spin down)**: 1.23 / 1.37 eV
**Charge**: -1
**HOMO level (spin up / spin down)**: -0.131 / -0.131 Eh
**Frontier orbital gap (spin up / spin down)**: 4.786 / 4.947 eV

=====

The following is a DFT calculation (wB97M-V/def2-TZVPD) of a molecular structure, C19H28BrHgO2 at a distorted geometry.

Atoms and positions in Å:
O -0.738 0.269 -2.873
C 0.292 -0.008 -3.904
C -0.316 0.977 -4.877
H 0.279 -1.072 -4.181
H 1.302 0.267 -3.547
C -1.376 1.209 -3.774
H -0.842 0.565 -5.733
H 0.386 1.756 -5.166
C -2.743 0.671 -4.218
H -2.624 -0.349 -4.621
H -3.168 1.344 -4.982
H -3.458 0.583 -3.382
C -1.383 2.638 -3.282
H -0.346 2.980 -3.165
H -1.909 2.722 -2.325
H -1.901 3.268 -4.022
Hg 2.664 -1.611 -0.664
C 1.367 0.831 1.310
C 2.690 0.390 1.540
C 3.348 0.337 0.235
H 3.188 0.228 2.505
C 2.357 0.782 -0.755
C 1.160 1.086 -0.067
H 0.229 1.457 -0.530
H 0.614 1.010 2.088
H 4.423 0.466 0.070
H 2.566 0.972 -1.811
C -1.888 -0.310 1.671
C -2.472 0.774 0.936
C -2.511 0.390 -0.444
H -2.835 1.713 1.350
C -1.974 -0.927 -0.559
C -1.609 -1.366 0.747
H -1.177 -2.341 0.984
H -1.758 -0.368 2.761
H -2.910 0.991 -1.260
H -1.893 -1.527 -1.466
O 1.014 -1.112 -6.314
C 0.373 -0.423 -7.407
C 0.697 -1.071 -8.756
H 0.702 0.619 -7.349
H -0.719 -0.424 -7.281
C 1.623 -2.251 -8.399
H 1.187 -0.325 -9.384
H -0.246 -1.403 -9.212
C 1.681 -2.261 -6.849
H 2.639 -2.083 -8.774
H 1.234 -3.215 -8.762
H 2.700 -2.243 -6.443
H 1.189 -3.170 -6.471
Br 1.964 -3.799 -1.510

**Energy above the lowest of the compared OMol25 structures with the same formula, charge and spin**: 13.8 kcal per mole
**Maximum force**: 1.95 eV/Å
**LUMO**: 2.29 eV
**Charge**: -1
**HOMO level**: -0.086 Eh
**Frontier orbital gap**: 4.622 eV

=====

The following is a DFT calculation (wB97M-V/def2-TZVPD) of a molecular structure, C19H28ClO2Tm at a distorted geometry.

Atoms and positions in Å:
O 1.006 -0.455 -1.190
C 1.137 0.832 -1.936
C 1.336 0.295 -3.349
H 2.023 1.359 -1.538
H 0.166 1.358 -1.901
C 1.094 -1.029 -2.582
H 2.369 0.557 -3.682
H 0.567 0.718 -4.068
C 2.323 -1.891 -2.664
H 3.234 -1.261 -2.778
H 2.232 -2.442 -3.604
H 2.406 -2.610 -1.856
C -0.137 -1.707 -3.149
H -0.806 -1.041 -3.835
H -0.805 -2.124 -2.384
H 0.306 -2.494 -3.811
Tm 0.922 -0.263 1.090
C -0.927 -0.466 4.279
C -0.702 0.956 4.094
C -1.662 1.405 3.138
H 0.039 1.557 4.700
C -2.569 0.329 2.837
C -1.989 -0.849 3.412
H -2.313 -1.878 3.326
H -0.425 -1.055 5.092
H -1.685 2.447 2.825
H -3.564 0.404 2.380
C 1.722 -2.126 3.095
C 0.898 -2.699 2.079
C 1.475 -2.519 0.794
H 0.076 -3.353 2.296
C 2.751 -1.855 1.057
C 2.866 -1.593 2.458
H 3.738 -1.201 2.977
H 1.569 -2.243 4.183
H 0.982 -2.682 -0.185
H 3.460 -1.577 0.299
O -1.490 1.397 -0.020
C -2.464 1.038 -1.077
C -2.591 2.233 -2.109
H -3.475 0.953 -0.577
H -2.203 0.035 -1.537
C -1.806 3.259 -1.229
H -3.723 2.531 -2.134
H -2.286 2.083 -3.192
C -0.774 2.626 -0.224
H -2.612 3.461 -0.488
H -1.503 4.328 -1.536
H -0.840 3.159 0.775
H 0.380 2.459 -0.556
Cl 2.278 1.634 2.006

**2S+1**: 3
**Energy above the lowest of the compared OMol25 structures with the same formula, charge and spin**: 75.7 kcal per mole
**Maximum force**: 3.62 eV/Å
**LUMO (spin up / spin down)**: -0.08 / -0.08 eV
**HOMO level (spin up / spin down)**: -0.212 / -0.212 Eh
**Frontier orbital gap (spin up / spin down)**: 5.696 / 5.699 eV

=====

The following is a DFT calculation (wB97M-V/def2-TZVPD) of a molecular structure, C19H28F9N2O4P3Ti.

Atoms and positions in Å:
Ti 0.406 -0.257 0.909
C -0.801 0.048 5.013
C -0.196 0.447 3.697
O -0.595 -0.218 2.699
C 0.679 1.543 3.623
C 0.865 2.276 2.436
C 1.481 3.642 2.513
N 0.473 1.761 1.288
N -0.032 2.656 0.343
C -0.707 1.956 -0.508
O -0.701 0.648 -0.490
C -1.569 2.652 -1.495
C -2.429 1.915 -2.302
C -3.253 2.554 -3.220
C -3.221 3.934 -3.342
C -2.360 4.675 -2.538
C -1.540 4.041 -1.621
H -0.493 -0.971 5.255
H -0.519 0.720 5.821
H -1.885 0.036 4.895
H 1.037 1.974 4.548
H 0.780 4.407 2.180
H 1.801 3.859 3.529
H 2.340 3.669 1.839
H -2.459 0.840 -2.182
H -3.925 1.969 -3.835
H -3.863 4.434 -4.057
H -2.332 5.755 -2.627
H -0.871 4.604 -0.985
C 3.499 -1.143 -2.521
P 1.965 -0.335 -2.086
C 1.779 1.230 -2.937
C 0.590 -1.386 -2.557
C 0.203 -2.594 -1.695
P -1.062 -2.333 -0.041
C -0.758 -4.127 0.286
C -2.445 -2.100 -1.239
H 3.539 -1.351 -3.590
H 3.568 -2.070 -1.953
H 4.306 -0.479 -2.217
H 2.411 1.244 -3.826
H 2.108 1.998 -2.238
H 0.738 1.388 -3.214
H 0.875 -1.699 -3.576
H -0.252 -0.702 -2.700
H 1.079 -3.197 -1.435
H -0.419 -3.230 -2.339
H -0.728 -4.670 -0.659
H -1.524 -4.566 0.917
H 0.208 -4.231 0.775
H -2.747 -3.078 -1.620
H -2.110 -1.490 -2.074
H -3.305 -1.622 -0.774
F -2.011 -2.798 2.632
C -2.500 -2.413 1.419
F -3.170 -1.246 1.654
F -3.517 -3.329 1.157
O 1.976 -0.205 -0.538
O 3.099 0.798 -0.481
F 2.031 -0.730 2.244
P 2.678 -2.302 2.318
F 1.664 -2.633 1.073
F 3.788 -1.857 1.256
F 1.500 -2.669 3.341
F 3.222 -3.802 2.331
F 3.611 -1.839 3.525

**2S+1**: 2
**Energy above the lowest of the compared OMol25 structures with the same formula, charge and spin**: 26.4 kcal per mole
**Maximum force**: 0.83 eV/Å
**LUMO (spin up / spin down)**: 2.48 / 2.48 eV
**Charge**: -1
**HOMO level (spin up / spin down)**: -0.157 / -0.156 Eh
**Frontier orbital gap (spin up / spin down)**: 6.750 / 6.721 eV

=====

The following is a DFT calculation (wB97M-V/def2-TZVPD) of a molecular structure, C19H28FSiSn at a distorted geometry.

Atoms and positions in Å:
C -2.910 -1.982 -2.649
Si -1.213 -1.274 -2.240
C -0.797 0.128 -3.400
H -1.104 -0.501 -0.862
C -0.032 -2.746 -2.427
Sn 1.688 -2.485 -1.122
C 3.025 -4.152 -0.824
C 2.793 -0.907 -2.115
C 0.728 -2.161 0.796
H -2.797 -2.891 -3.251
H -3.471 -2.239 -1.737
H -3.505 -1.269 -3.235
H -0.827 -0.230 -4.436
H -1.531 0.940 -3.275
H 0.192 0.562 -3.212
H -0.504 -3.697 -2.117
H 0.360 -2.871 -3.452
H 3.803 -3.854 -0.109
H 2.461 -5.004 -0.424
H 3.480 -4.417 -1.788
H 3.314 -0.264 -1.397
H 3.534 -1.431 -2.738
H 2.144 -0.307 -2.763
H 1.527 -1.967 1.521
H 0.024 -1.323 0.785
H 0.202 -3.082 1.086
F 2.480 3.897 3.813
C 2.227 2.858 2.946
C 3.017 1.706 3.020
C 2.858 0.743 2.014
C 1.860 0.874 1.062
C 0.865 1.887 1.197
C -0.405 1.693 0.586
C -1.640 2.064 1.176
C -2.834 1.384 0.772
C -4.020 1.554 1.479
C -4.104 2.500 2.512
C -2.983 3.271 2.838
C -1.771 3.064 2.192
C 1.226 3.009 2.005
H 3.770 1.628 3.788
H 3.527 -0.117 1.988
H 1.743 0.153 0.255
H -0.412 1.202 -0.382
H -2.776 0.714 -0.088
H -4.896 0.970 1.206
H -5.042 2.658 3.045
H -3.040 4.053 3.594
H -0.934 3.703 2.444
H 0.701 3.959 1.920

**Energy above the lowest of the compared OMol25 structures with the same formula, charge and spin**: 2.5 kcal per mole
**Maximum force**: 1.89 eV/Å
**LUMO**: 2.32 eV
**Charge**: -1
**HOMO level**: -0.076 Eh
**Frontier orbital gap**: 4.383 eV

=====

The following is a DFT calculation (wB97M-V/def2-TZVPD) of a molecular structure, C19H28GaN8O.

Atoms and positions in Å:
Ga 0.085 0.588 0.469
N -0.021 0.767 2.596
C 0.389 2.113 3.074
C -0.007 3.161 2.036
N 0.329 2.731 0.654
C 1.689 3.083 0.183
C 2.717 2.105 0.738
N 2.199 0.714 0.607
H 0.532 0.045 3.050
H -0.974 0.564 2.888
H -0.075 2.355 4.029
H 1.463 2.102 3.242
H -1.087 3.314 2.073
H 0.464 4.116 2.273
H -0.330 3.192 0.033
H 1.676 3.028 -0.907
H 1.957 4.104 0.459
H 3.660 2.222 0.206
H 2.918 2.307 1.787
H 2.587 0.255 -0.210
H 2.523 0.132 1.376
C 0.938 0.417 -3.825
C -0.332 0.573 -4.360
C -1.412 0.679 -3.498
C -1.203 0.629 -2.129
N 0.037 0.514 -1.611
C 1.074 0.399 -2.453
C -2.318 0.721 -1.155
C -3.649 0.640 -1.530
C -4.638 0.775 -0.568
C -4.267 0.995 0.750
C -2.922 1.038 1.053
N -1.961 0.894 0.131
H 1.808 0.319 -4.457
H -0.479 0.615 -5.431
H -2.406 0.813 -3.897
H 2.057 0.280 -2.022
H -3.923 0.466 -2.560
H -5.682 0.714 -0.843
H -5.003 1.129 1.530
H -2.610 1.213 2.073
C -1.494 -3.612 1.116
N -0.117 -3.527 0.609
C 0.598 -4.657 0.336
C 1.864 -4.588 -0.116
C 2.423 -3.293 -0.292
N 1.710 -2.179 -0.024
C 0.468 -2.313 0.419
O -0.264 -1.290 0.708
N 3.670 -3.153 -0.724
H -1.789 -4.656 1.143
H -2.166 -3.063 0.462
H -1.549 -3.200 2.121
H 0.092 -5.597 0.500
H 2.428 -5.483 -0.331
H 4.239 -3.960 -0.928
H 4.085 -2.247 -0.849

**Maximum force**: 0.44 eV/Å
**LUMO**: -9.10 eV
**Charge**: +3
**HOMO level**: -0.649 Eh
**Frontier orbital gap**: 8.575 eV

=====

The following is a DFT calculation (wB97M-V/def2-TZVPD) of a molecular structure, C19H28MnN2O6 at a distorted geometry.

Atoms and positions in Å:
Mn -0.344 0.505 0.729
O 0.779 2.238 4.034
C 0.040 2.017 3.128
O 0.027 0.867 2.436
C -1.012 3.033 2.624
C -2.294 2.259 2.273
C -3.443 3.242 2.046
C -3.098 3.825 0.653
C -1.772 3.135 0.342
O -1.977 1.803 0.914
C -0.650 3.669 1.245
C 0.707 3.178 0.672
O 1.673 3.871 0.639
O 0.684 1.923 0.203
H -1.130 3.763 3.418
H -2.521 1.415 2.919
H -3.460 3.999 2.827
H -4.400 2.726 2.047
H -3.001 4.907 0.645
H -3.841 3.544 -0.090
H -1.526 3.070 -0.714
H -0.586 4.752 1.276
O -1.209 -0.298 -0.573
C -1.709 -0.506 -1.730
C -1.310 0.333 -2.893
C -0.509 -0.654 -3.802
C 0.198 -1.827 -3.066
C -0.656 -3.080 -2.764
C -1.690 -2.887 -1.641
N -2.380 -1.617 -1.957
H -0.686 1.156 -2.547
H -2.171 0.743 -3.423
H 0.250 -0.070 -4.320
H -1.171 -1.058 -4.570
H 0.661 -1.459 -2.141
H 1.011 -2.153 -3.713
H 0.004 -3.903 -2.483
H -1.171 -3.386 -3.677
H -1.208 -2.787 -0.670
H -2.405 -3.704 -1.601
H -2.861 -1.640 -2.848
C 4.284 -1.620 0.168
C 3.181 -2.220 1.070
C 2.830 -3.658 0.636
C 3.608 -2.194 2.549
C 2.010 -1.399 0.873
N 1.084 -0.753 0.665
H 5.176 -2.238 0.265
H 4.533 -0.605 0.476
H 3.983 -1.610 -0.880
H 3.727 -4.267 0.736
H 2.502 -3.696 -0.404
H 2.056 -4.083 1.275
H 4.507 -2.801 2.646
H 2.838 -2.617 3.193
H 3.837 -1.183 2.884

**2S+1**: 2
**Energy above the lowest of the compared OMol25 structures with the same formula, charge and spin**: 21.3 kcal per mole
**Maximum force**: 4.58 eV/Å
**LUMO (spin up / spin down)**: -10.81 / -9.44 eV
**Charge**: +2
**HOMO level (spin up / spin down)**: -0.595 / -0.599 Eh
**Frontier orbital gap (spin up / spin down)**: 5.392 / 6.858 eV

=====

The following is a DFT calculation (wB97M-V/def2-TZVPD) of a molecular structure, C19H28MnN9 at a distorted geometry.

Atoms and positions in Å:
Mn -0.592 -0.095 0.003
N 0.607 1.079 -3.261
C -0.760 1.205 -2.940
N -1.502 1.957 -3.776
C -2.820 1.978 -3.521
N -3.596 2.853 -4.203
N -3.444 1.207 -2.607
C -2.612 0.476 -1.868
N -1.276 0.526 -1.890
C -3.231 -0.506 -1.000
C -4.592 -0.927 -1.162
C -5.032 -2.143 -0.693
C -4.078 -2.878 0.073
C -2.897 -2.308 0.405
N -2.508 -1.102 -0.067
H 0.856 1.840 -3.913
H 1.215 0.819 -2.509
H -3.134 3.389 -4.950
H -4.576 2.812 -4.116
H -5.242 -0.261 -1.672
H -6.058 -2.448 -0.900
H -4.359 -3.877 0.423
H -2.134 -2.868 0.982
N 0.318 -1.416 1.633
C 0.061 -0.980 3.000
C -0.412 0.451 2.970
N -1.308 0.895 1.895
H 0.037 -2.389 1.610
H 1.431 -1.436 1.493
H 0.919 -0.966 3.702
H -0.687 -1.687 3.383
H 0.521 1.054 2.794
H -0.908 0.722 3.917
H -1.160 1.901 1.782
H -2.273 0.716 2.212
C 3.094 -3.016 1.097
N 2.843 -1.522 1.133
C 3.893 -0.897 2.085
C 2.895 -0.955 -0.201
C 2.524 0.579 -0.173
C 3.567 1.519 -0.351
C 3.323 2.868 -0.047
C 2.045 3.321 0.243
C 1.007 2.393 0.206
C 1.214 1.028 -0.056
H 2.894 -3.365 2.135
H 4.120 -3.305 0.789
H 2.409 -3.399 0.385
H 4.943 -0.953 1.674
H 3.905 -1.506 2.972
H 3.641 0.182 2.149
H 2.320 -1.493 -0.941
H 3.932 -1.033 -0.566
H 4.659 1.215 -0.472
H 4.109 3.619 0.000
H 1.917 4.417 0.545
H -0.030 2.714 0.166

**2S+1**: 5
**Energy above the lowest of the compared OMol25 structures with the same formula, charge and spin**: 0.0 kcal per mole
**Maximum force**: 3.47 eV/Å
**LUMO (spin up / spin down)**: -7.66 / -6.86 eV
**Charge**: +2
**HOMO level (spin up / spin down)**: -0.543 / -0.545 Eh
**Frontier orbital gap (spin up / spin down)**: 7.110 / 7.970 eV

=====

The following is a DFT calculation (wB97M-V/def2-TZVPD) of 2 unconnected molecules or ions with the total composition C19H28N2O at a distorted geometry.

Atoms and positions in Å:
C -3.074 -3.247 0.484
C -2.536 -1.870 0.059
C -1.300 -1.354 -0.401
N -1.423 -0.116 -0.629
C -2.696 0.218 -0.440
C -3.280 1.601 -0.274
C -4.632 1.745 0.206
C -5.366 0.820 0.313
C -4.902 -0.459 0.388
C -3.480 -0.747 0.113
H -5.534 -1.109 0.810
H -6.477 1.084 0.609
H -4.943 2.685 -0.090
H -2.583 2.610 -0.574
C -0.367 0.694 -1.137
H 0.267 0.051 -1.442
H -0.671 1.362 -1.597
C 0.350 1.289 0.263
O -0.031 2.748 0.305
H 0.211 3.074 1.285
C 1.860 1.396 -0.179
N 2.338 0.162 -0.049
C 3.296 -0.069 -1.295
C 4.714 0.289 -1.064
H 5.194 0.399 -2.489
C 5.675 -0.692 -0.372
H 6.650 -0.857 -0.667
C 5.557 -0.270 1.112
C 4.114 0.114 1.749
C 2.970 -0.544 1.110
H 2.129 -0.316 1.710
H 3.093 -1.593 0.739
H 4.199 1.260 1.445
H 4.139 -0.084 2.702
H 6.278 0.205 1.420
H 5.764 -1.161 1.713
H 5.274 -1.726 -0.731
H 4.846 1.281 -0.599
H 2.832 0.364 -2.192
H 3.153 -1.134 -1.454
H 2.454 1.908 0.880
H 1.921 2.026 -0.779
H 0.106 0.685 1.106
C -0.278 -2.386 -0.597
H -0.161 -2.301 -1.767
H -0.182 -3.300 -0.203
H 0.728 -1.871 -0.147
H -3.701 -3.372 1.264
H -2.251 -3.776 0.582
H -3.749 -3.650 -0.404

**Energy above the lowest of the compared OMol25 structures with the same formula, charge and spin**: 406.7 kcal per mole
**Maximum force**: 19.67 eV/Å
**LUMO**: 0.58 eV
**HOMO level**: -0.251 Eh
**Frontier orbital gap**: 7.413 eV